121
Properties=species:S:1:pos:R:3:forces:R:3:mulliken_charge:R:1 method="wB97M-V/def2-TZVPD" e_tot_ha=-2097.88315 charge=+3 e_lumo_ha=-0.201 gap_ha=0.1987 e_above_lowest_kcal_mol=114.4
Cl -1.395 1.343 2.867 0.3 -0.1 -0.2 -0.984
N 0.911 0.079 9.252 1.2 -0.6 1.2 0.029
N -2.642 5.411 -2.887 -0.3 0.8 -1.2 0.219
N 3.502 -2.476 0.786 1.1 -0.8 -1.1 0.078
N -2.314 -1.826 -8.021 -0.2 -0.2 -1.3 0.429
C -4.623 4.587 -1.574 1.2 -1.5 -1.0 -0.523
C 3.139 -2.211 2.253 0.2 -0.9 -1.8 -0.911
C -3.791 -1.379 -4.288 0.5 -0.1 -0.5 -0.617
C 3.470 -1.798 11.687 -1.3 -0.6 -1.1 -0.673
C 3.258 -0.259 -0.211 -1.1 -0.4 0.6 -0.605
C 2.002 -0.085 10.371 -0.8 0.6 -1.2 -0.751
C -1.318 4.656 -2.619 -1.4 0.5 0.6 -0.934
C -1.775 -0.764 -9.047 1.5 -1.2 -0.1 -0.792
C -0.330 -0.695 9.684 -0.4 -0.3 -1.1 -0.542
C -2.746 -1.143 -6.722 1.0 0.3 0.5 -0.981
C -2.517 -1.084 -3.453 -1.1 0.0 -0.7 -1.102
C 0.350 1.496 9.033 2.6 1.0 1.8 -0.593
C 4.852 -1.917 0.412 1.4 -0.8 0.7 -0.745
C 3.465 -4.025 0.429 0.7 1.4 0.3 -0.559
C 2.704 -1.693 -0.190 -1.5 -0.6 -0.2 -0.751
C 3.609 -7.264 1.858 -0.6 0.6 -0.1 -1.245
C -1.089 1.409 8.817 -1.6 -0.4 -1.6 -0.464
C 4.371 -4.816 1.311 0.2 -1.3 1.3 -0.316
C -1.994 5.433 -5.400 0.5 -0.2 -0.2 -0.834
C -1.129 -2.897 -7.846 -0.4 0.9 -0.8 -0.526
C 4.690 -0.429 0.248 1.1 0.8 0.2 -0.648
C -1.506 5.519 -7.863 -0.1 0.2 -0.1 -1.304
C -2.998 6.383 -1.734 -1.1 -0.2 0.0 -0.708
C 1.545 -0.456 7.918 -2.0 1.2 0.8 -1.037
C -0.608 -1.563 -9.836 -0.9 -0.2 1.3 -0.532
C 2.953 -1.411 13.033 0.0 -0.1 1.0 -1.178
C -1.416 -0.069 8.836 -0.8 -1.3 -0.3 -0.866
C -3.421 -2.026 -5.669 -0.5 -0.4 -0.4 -0.523
C -2.495 6.018 -6.755 1.1 -2.0 -0.2 -0.446
C -3.734 5.469 -0.738 0.7 0.2 0.3 -0.648
C -3.864 4.436 -2.929 -0.2 0.5 0.1 -0.537
C -2.542 6.203 -4.228 0.5 0.1 1.0 -0.874
C 4.405 -6.337 0.916 0.3 0.4 0.1 -0.726
C 2.391 -1.575 10.574 1.2 0.0 -0.4 -0.481
C 0.029 -2.285 -8.648 -0.8 0.3 0.7 -0.598
C -3.528 -2.368 -8.804 -0.1 -1.4 0.9 -1.127
H -4.397 -1.748 -8.585 0.2 0.0 -0.1 0.403
H 5.322 -0.002 -0.531 0.3 -0.6 -0.1 0.351
H -2.606 7.101 -6.699 0.2 0.0 -0.1 0.401
H 0.122 -0.913 -10.318 -0.4 0.1 -0.1 0.389
H 2.760 0.604 9.998 0.8 -0.7 -0.1 0.473
H -0.478 5.846 -7.712 -0.1 0.5 0.1 0.363
H 0.457 -1.472 -8.061 0.6 -0.4 0.4 0.286
H 3.622 -8.315 1.570 0.1 0.2 -0.1 0.373
H -1.850 -0.491 -4.080 0.2 0.2 0.3 0.280
H -1.846 7.014 -4.018 -0.2 0.2 0.1 0.393
H -3.291 -0.241 -7.000 -0.5 -0.3 -0.2 0.465
H -5.625 4.950 -1.800 0.2 0.2 0.4 0.366
H 2.592 0.291 0.454 0.4 0.6 -0.1 0.357
H -2.007 -2.001 -3.161 -0.1 0.0 0.1 0.322
H -1.385 4.437 -7.905 -0.5 -0.3 0.5 0.258
H 3.280 0.166 -1.214 -0.6 -0.1 0.2 0.350
H -1.622 1.959 9.593 -0.2 0.0 -0.4 0.340
H -0.920 4.218 -3.535 -0.5 -0.3 0.3 0.303
H -0.832 -3.118 -6.821 -0.6 0.6 0.2 0.329
H 3.628 -2.876 11.723 0.2 -0.1 -0.2 0.336
H 1.680 -1.857 0.144 -0.3 0.7 -0.3 0.576
H 5.068 0.128 1.105 -0.8 0.0 0.4 0.329
H 1.594 -2.318 10.621 -0.7 0.7 1.1 0.450
H 2.430 -4.364 0.466 0.0 0.2 -0.1 0.279
H 1.669 0.494 11.233 -0.6 -0.7 0.3 0.466
H 2.840 -1.166 2.331 0.3 -0.2 0.4 0.407
H -1.328 0.056 -8.485 0.2 -0.1 0.1 0.430
H 2.802 -2.023 9.669 0.7 0.8 -0.4 0.297
H 2.750 -0.344 13.127 0.2 0.0 0.3 0.296
H 2.796 -2.181 -1.160 0.2 -0.1 0.1 0.363
H -3.465 5.571 -6.976 -0.2 0.3 0.1 0.324
H 0.747 -0.126 7.253 0.4 -0.6 -0.8 0.589
H -1.647 3.972 -1.837 0.7 -0.5 -0.3 0.537
H 4.019 -2.558 2.796 -0.3 0.6 0.4 0.351
H -3.710 7.123 -2.098 0.0 -0.1 -0.6 0.386
H -1.311 1.732 7.800 -0.5 0.6 0.3 0.316
H 2.048 -1.955 13.303 -0.4 0.1 -0.5 0.312
H 0.471 2.071 9.951 0.5 -0.5 0.5 0.288
H -4.669 3.603 -1.106 -0.4 0.1 0.1 0.311
H -4.600 4.752 -3.669 0.7 0.3 -0.5 0.264
H -2.620 -0.351 -9.598 0.2 -0.3 -0.1 0.365
H 5.187 -2.354 -0.528 -0.4 -0.3 -0.1 0.375
H -3.394 -2.513 -9.876 0.6 0.9 0.0 0.419
H -4.266 -2.485 -6.182 -0.5 0.0 0.4 0.457
H 3.779 -7.198 2.933 0.9 0.1 -0.1 0.342
H 2.455 0.102 7.698 -0.1 0.0 0.3 0.293
H 2.307 -2.888 2.445 -0.1 0.3 0.2 0.361
H -2.112 4.360 -5.246 -1.0 -0.2 -0.6 0.441
H -4.470 -2.022 -3.729 0.2 -0.4 -0.2 0.355
H -0.095 -1.746 9.515 -0.4 0.1 0.0 0.439
H 2.575 -6.921 1.834 -0.3 -0.2 -0.4 0.310
H -2.136 6.958 -1.396 0.2 -0.5 0.1 0.434
H -1.830 -0.744 -6.287 0.3 -0.1 -0.2 0.411
H 1.702 -1.535 7.910 -0.2 0.3 0.2 0.324
H -3.525 3.443 -3.224 0.2 0.1 0.4 0.422
H -3.517 6.618 -4.483 -0.1 -0.1 0.5 0.478
H 3.615 -1.788 13.813 0.4 0.6 0.1 0.394
H -2.762 -2.868 -5.456 0.2 -0.1 0.0 0.327
H -1.435 -3.854 -8.270 -0.4 0.3 -0.2 0.343
H -2.825 -0.520 -2.573 0.4 0.0 0.1 0.384
H -0.934 -2.361 -10.502 -0.5 0.6 -0.4 0.283
H 4.075 -4.758 2.359 -0.3 -0.1 0.1 0.349
H -2.940 4.902 -0.252 -0.3 -0.4 0.3 0.330
H 5.570 -2.266 1.154 0.1 0.4 0.1 0.501
H 0.711 -3.112 -8.842 0.3 0.5 -0.3 0.398
H -1.791 5.761 -8.887 -0.2 0.4 0.2 0.388
H -2.423 -0.275 9.200 0.1 0.0 0.3 0.452
H 4.042 -6.462 -0.104 -0.4 0.1 -0.1 0.403
H -4.373 5.872 0.048 0.6 0.8 -0.1 0.402
H -0.535 5.301 -2.219 -0.4 0.4 0.0 0.279
H 0.936 2.129 8.367 0.1 -0.8 -0.7 0.445
H 5.397 -4.448 1.342 0.0 0.2 -0.5 0.308
H 3.926 -4.108 -0.555 -0.7 0.3 -0.3 0.353
H -0.904 5.425 -5.373 0.2 0.7 -0.1 0.506
H -3.738 -3.403 -8.535 -0.1 0.1 0.8 0.380
H -0.673 -0.550 10.708 1.1 0.3 0.3 0.344
H 4.417 -1.357 11.375 -0.1 0.3 0.3 0.345
H 5.457 -6.584 0.775 0.0 -0.4 0.5 0.374
H -4.400 -0.482 -4.395 0.2 0.3 -0.3 0.339
H -1.433 -0.527 7.847 0.2 0.3 -0.2 0.359